[1]
Molecular formula: C68H118F6HfN6O20S2
Method: DFT, ωB97M-V with the def2-TZVPD basis set

Each line ends with the Löwdin charge.
Atoms and positions in Å:
Hf 2.38 -0.17 2.86  2.000
C -0.29 -2.59 0.27  -0.029
C -0.36 -1.20 -0.37  -0.466
C -1.59 -1.21 -1.28  -0.130
C -2.03 0.17 -1.72  -0.170
C -2.41 0.90 -0.46  -0.124
C -1.21 1.07 0.52  -0.450
N -0.56 -0.24 0.72  -0.105
O 0.62 -0.14 1.43  -0.317
C -1.83 1.61 1.81  -0.020
C -0.27 2.18 0.00  -0.004
C 0.84 -1.00 -1.30  -0.031
H -0.29 -3.43 -0.43  0.093
H -1.13 -2.71 0.95  0.056
H 0.62 -2.79 0.85  0.051
H -2.44 -1.71 -0.79  0.102
H -1.34 -1.77 -2.18  0.101
H -2.85 0.06 -2.43  0.080
H -1.20 0.69 -2.22  0.106
H -3.18 0.31 0.06  0.109
H -2.85 1.88 -0.65  0.100
H -2.69 1.04 2.18  0.078
H -2.30 2.58 1.62  0.079
H -1.10 1.72 2.61  0.060
H -0.81 2.99 -0.49  0.076
H 0.43 1.72 -0.71  0.064
H 0.37 2.55 0.80  0.059
H 0.90 -1.82 -2.02  0.078
H 1.80 -0.90 -0.78  0.056
H 0.83 -0.04 -1.83  0.060
C 1.20 -4.20 5.23  -0.040
C -0.13 -3.56 4.76  -0.480
C -1.08 -3.98 5.90  -0.150
C -2.46 -3.33 5.87  -0.186
C -2.26 -1.82 5.77  -0.144
C -1.32 -1.39 4.67  -0.472
N -0.05 -2.12 4.73  -0.105
O 0.96 -1.67 3.89  -0.313
C -1.04 0.08 4.93  -0.043
C -2.09 -1.51 3.34  -0.019
C -0.49 -4.26 3.42  -0.018
H 1.47 -3.83 6.22  0.087
H 2.02 -3.91 4.58  0.044
H 1.12 -5.28 5.30  0.089
H -0.65 -3.75 6.88  0.121
H -1.22 -5.06 5.88  0.122
H -3.02 -3.68 6.74  0.112
H -2.99 -3.73 5.00  0.098
H -2.07 -1.49 6.80  0.128
H -3.29 -1.48 5.61  0.124
H -0.50 0.58 4.13  0.027
H -0.39 0.08 5.81  0.086
H -1.95 0.66 5.07  0.103
H -2.90 -0.78 3.24  0.080
H -2.55 -2.49 3.14  0.047
H -1.41 -1.37 2.50  0.062
H 0.02 -5.21 3.28  0.078
H -0.17 -3.67 2.56  0.041
H -1.57 -4.39 3.31  0.051
C 6.04 -1.05 0.88  -0.042
C 5.40 -2.30 0.28  -0.507
C 6.41 -3.44 0.51  -0.144
C 5.88 -4.83 0.21  -0.163
C 4.56 -5.02 0.97  -0.135
C 3.50 -3.90 0.89  -0.479
N 4.22 -2.63 1.06  -0.144
O 3.42 -1.55 1.41  -0.337
C 2.58 -4.15 2.07  -0.052
C 2.77 -3.99 -0.45  -0.028
C 5.11 -2.08 -1.20  -0.036
H 6.07 -1.12 1.97  0.087
H 5.63 -0.08 0.62  0.062
H 7.09 -1.00 0.56  0.089
H 6.79 -3.36 1.53  0.123
H 7.27 -3.20 -0.14  0.120
H 6.50 -5.68 0.47  0.113
H 5.67 -4.85 -0.87  0.096
H 4.75 -5.31 2.01  0.116
H 4.07 -5.91 0.55  0.120
H 1.87 -3.34 2.24  0.034
H 3.10 -4.21 3.03  0.080
H 1.98 -5.06 1.97  0.098
H 3.37 -4.24 -1.33  0.076
H 2.25 -3.06 -0.70  0.043
H 1.96 -4.72 -0.36  0.082
H 5.26 -2.96 -1.83  0.073
H 5.80 -1.36 -1.67  0.081
H 4.09 -1.73 -1.33  0.061
C 2.48 3.98 4.72  -0.680
F 3.27 4.04 3.67  0.168
F 3.11 4.01 5.87  0.176
F 1.66 5.01 4.67  0.177
S 1.42 2.42 4.61  0.727
O 0.23 2.56 5.34  -0.208
O 1.26 2.05 3.20  -0.425
N 2.41 0.96 4.82  -0.397
S 2.54 0.82 6.44  0.572
O 1.86 1.77 7.26  -0.243
O 2.25 -0.54 6.74  -0.260
C 4.40 1.14 6.72  -0.657
F 4.85 2.12 5.92  0.112
F 4.57 1.61 7.95  0.147
F 5.12 0.05 6.55  0.161
C 4.73 -0.21 -4.51  -0.081
C 5.98 0.15 -5.00  -0.052
C 6.24 1.48 -5.28  -0.003
C 5.20 2.40 -5.31  -0.147
C 3.95 2.03 -4.85  -0.002
C 3.71 0.73 -4.43  -0.092
N 5.49 3.77 -5.72  -0.353
O 4.56 4.47 -6.07  0.089
O 6.63 4.17 -5.65  0.083
H 4.56 -1.21 -4.13  0.104
H 6.79 -0.55 -5.15  0.112
H 7.23 1.81 -5.56  0.123
H 3.23 2.82 -4.73  0.121
H 2.79 0.45 -3.94  0.104
C -1.32 7.04 -1.91  -0.048
C 0.00 6.57 -1.84  -0.072
C 0.51 6.15 -0.62  0.005
C -0.37 5.94 0.45  -0.142
C -1.66 6.40 0.38  -0.012
C -2.13 6.97 -0.79  -0.077
N 0.13 5.28 1.66  -0.316
O -0.61 5.19 2.61  0.094
O 1.26 4.85 1.63  0.043
H -1.65 7.45 -2.85  0.115
H 0.62 6.80 -2.69  0.112
H 1.53 5.81 -0.53  0.102
H -2.33 6.40 1.23  0.113
H -3.14 7.34 -0.77  0.114
C -5.31 -2.10 -2.10  0.006
C -5.86 -1.02 -1.19  -0.477
O -6.12 0.10 -1.59  0.032
C -5.96 -1.30 0.29  -0.002
H -4.48 -2.59 -1.59  0.064
H -5.02 -1.73 -3.08  0.073
H -6.18 -2.75 -2.24  0.104
H -6.00 -2.35 0.57  0.057
H -6.78 -0.76 0.77  0.090
H -5.02 -0.90 0.68  0.076
C -5.96 2.86 0.21  -0.007
C -4.88 3.90 0.32  -0.478
O -4.65 4.44 1.38  0.057
C -4.18 4.30 -0.97  -0.009
H -6.17 2.52 1.22  0.086
H -5.64 1.98 -0.35  0.049
H -6.87 3.25 -0.25  0.098
H -4.54 3.64 -1.75  0.041
H -3.10 4.32 -0.81  0.066
H -4.55 5.30 -1.21  0.093
C -3.62 -4.01 1.05  -0.022
C -4.66 -5.08 0.82  -0.484
O -5.85 -4.86 0.85  0.066
C -4.10 -6.45 0.53  -0.017
H -2.92 -4.54 1.70  0.071
H -4.01 -3.11 1.52  0.070
H -3.12 -3.76 0.11  0.072
H -4.86 -7.09 0.08  0.084
H -3.89 -6.96 1.48  0.092
H -3.22 -6.43 -0.11  0.069
C -3.18 4.02 4.33  -0.024
C -3.65 5.29 4.99  -0.494
O -3.64 5.44 6.19  0.070
C -4.15 6.38 4.07  -0.020
H -4.03 3.35 4.23  0.097
H -2.47 3.56 5.03  0.076
H -2.59 4.17 3.43  0.041
H -4.95 6.08 3.39  0.070
H -3.34 6.76 3.46  0.071
H -4.48 7.18 4.74  0.079
C -3.15 0.33 -5.41  -0.004
C -3.81 1.67 -5.17  -0.482
O -3.98 2.45 -6.09  0.060
C -4.22 2.12 -3.77  -0.019
H -3.50 -0.13 -6.33  0.091
H -3.41 -0.27 -4.54  0.054
H -2.09 0.46 -5.67  0.066
H -4.84 1.33 -3.33  0.072
H -4.71 3.08 -3.78  0.081
H -3.32 2.15 -3.15  0.062
C -0.65 -6.53 -2.93  -0.012
C -1.56 -5.38 -3.34  -0.500
O -2.75 -5.44 -3.16  0.070
C -0.93 -4.16 -3.96  -0.034
H -0.61 -7.22 -3.78  0.090
H -1.10 -7.11 -2.11  0.077
H 0.34 -6.22 -2.63  0.070
H -0.67 -4.37 -5.00  0.087
H 0.02 -3.89 -3.49  0.071
H -1.68 -3.38 -3.86  0.074
C -0.32 3.72 -3.65  -0.013
C -0.49 4.40 -5.00  -0.480
O -0.64 5.60 -5.10  0.062
C -0.54 3.53 -6.23  -0.011
H 0.52 4.31 -3.25  0.070
H 0.02 2.69 -3.68  0.068
H -1.21 3.81 -3.03  0.077
H -1.09 2.61 -6.03  0.054
H 0.45 3.17 -6.51  0.081
H -0.99 4.11 -7.03  0.091
C 2.47 -0.74 -7.26  -0.020
C 1.19 -0.59 -6.46  -0.492
O 0.62 0.47 -6.32  0.061
C 0.63 -1.84 -5.82  -0.028
H 2.38 -1.34 -8.16  0.091
H 3.28 -1.17 -6.67  0.066
H 2.86 0.23 -7.56  0.086
H 0.12 -2.42 -6.59  0.095
H -0.09 -1.55 -5.06  0.071
H 1.42 -2.51 -5.47  0.083
C 3.64 3.47 0.29  0.018
C 3.40 2.00 0.19  -0.410
O 3.06 1.37 1.18  -0.067
C 3.69 1.37 -1.15  0.010
H 3.84 3.71 1.34  0.080
H 2.77 4.05 -0.03  0.072
H 4.50 3.77 -0.32  0.096
H 3.86 0.31 -0.99  0.059
H 4.50 1.84 -1.69  0.096
H 2.75 1.50 -1.70  0.088

## Properties
Strongest force on any atom, Eh/bohr: 0.16799
HOMO-LUMO gap, eV: 5.754
E, eV: -161591.871
Net charge: 0
LUMO energy, eV: -1.09

---

[2]
Molecular formula: C68H149N8O23
Method: DFT, ωB97M-V with the def2-TZVPD basis set

Each line ends with the Löwdin charge.
Atoms and positions in Å:
C -5.04 2.62 -8.81  -0.047
O -3.89 3.35 -8.23  -0.189
C -2.66 2.66 -8.54  -0.191
C -1.58 3.37 -7.69  -0.062
N -1.87 3.40 -6.18  0.094
H -1.24 4.08 -5.77  0.156
H -2.82 3.70 -6.02  0.157
C -1.46 2.09 -5.41  -0.034
C -2.28 1.97 -4.10  -0.245
O -3.60 2.03 -4.36  -0.170
C -4.37 1.88 -3.19  -0.085
H -5.25 1.69 -8.29  0.086
H -4.91 2.33 -9.85  0.091
H -5.95 3.21 -8.74  0.094
H -2.38 2.86 -9.57  0.137
H -2.67 1.59 -8.34  0.122
H -1.64 4.44 -7.87  0.136
H -0.60 2.90 -7.79  0.134
H -0.39 1.98 -5.23  0.119
H -1.72 1.25 -6.05  0.088
H -1.96 2.71 -3.36  0.120
H -2.10 0.96 -3.72  0.120
H -4.45 0.88 -2.78  0.093
H -5.41 1.97 -3.50  0.099
H -4.13 2.66 -2.47  0.100
C -1.82 8.25 -2.60  -0.086
O -1.55 6.85 -2.50  -0.203
C -0.87 6.39 -1.31  -0.173
C -0.10 5.06 -1.51  0.000
N 0.84 5.30 -2.80  0.086
H 1.21 4.42 -3.13  0.079
H 0.16 5.46 -3.53  0.132
C 1.97 6.36 -2.81  -0.060
C 2.75 6.41 -1.54  -0.202
O 3.61 5.26 -1.46  -0.165
C 3.80 4.69 -0.17  -0.075
H -0.94 8.88 -2.75  0.090
H -2.39 8.63 -1.76  0.088
H -2.48 8.42 -3.45  0.092
H -1.62 6.22 -0.54  0.117
H -0.27 7.20 -0.90  0.120
H -0.69 4.21 -1.85  0.099
H 0.54 4.73 -0.69  0.113
H 1.47 7.33 -2.89  0.124
H 2.58 6.20 -3.70  0.141
H 2.11 6.46 -0.66  0.116
H 3.28 7.36 -1.48  0.140
H 4.53 3.90 -0.04  0.048
H 2.84 4.23 0.09  0.069
H 3.91 5.44 0.61  0.106
C -7.17 7.93 -0.46  -0.101
O -6.50 7.12 0.43  -0.219
C -7.25 6.14 1.06  -0.198
C -6.31 5.18 1.78  -0.063
N -5.04 5.88 2.28  0.078
H -4.65 6.50 1.58  0.135
H -5.27 6.47 3.07  0.177
C -3.85 5.05 2.73  -0.054
C -2.64 6.03 2.95  -0.154
O -2.57 6.92 1.84  -0.226
C -1.53 7.90 1.93  -0.081
H -6.35 8.61 -0.68  0.098
H -8.02 8.51 -0.10  0.102
H -7.42 7.30 -1.32  0.096
H -7.77 5.58 0.29  0.137
H -7.89 6.64 1.79  0.137
H -5.98 4.45 1.04  0.121
H -6.74 4.62 2.61  0.136
H -3.68 4.37 1.90  0.117
H -4.04 4.49 3.65  0.134
H -1.70 5.50 3.09  0.113
H -2.70 6.65 3.85  0.128
H -0.49 7.59 2.03  0.084
H -1.80 8.67 2.65  0.099
H -1.58 8.30 0.91  0.071
C 5.71 -4.36 -1.50  -0.080
C 6.66 -3.37 -0.79  -0.197
C 5.88 -2.02 -0.52  -0.188
C 6.56 -1.09 0.40  -0.117
N 5.81 0.26 0.66  -0.219
C 6.12 0.89 2.06  -0.057
C 5.03 2.02 2.21  -0.091
C 3.80 1.42 1.40  -0.130
C 4.28 0.07 0.82  -0.092
C 6.14 1.21 -0.51  0.060
H 4.79 -3.89 -1.85  0.050
H 5.37 -5.17 -0.85  0.065
H 6.12 -4.82 -2.41  0.072
H 7.54 -3.21 -1.42  0.108
H 7.07 -3.87 0.09  0.081
H 4.89 -2.24 -0.12  0.101
H 5.82 -1.62 -1.53  0.115
H 7.53 -0.70 0.11  0.133
H 6.68 -1.63 1.34  0.121
H 7.16 1.21 2.15  0.132
H 5.96 0.12 2.82  0.125
H 5.32 2.87 1.59  0.082
H 4.85 2.26 3.25  0.128
H 3.39 2.14 0.70  0.089
H 3.10 1.13 2.20  0.101
H 3.80 -0.19 -0.12  0.111
H 4.17 -0.77 1.49  0.126
H 7.23 1.28 -0.47  0.110
H 5.62 2.16 -0.49  0.084
H 5.78 0.72 -1.42  0.101
C -2.32 -1.55 -5.58  -0.076
C -0.98 -1.85 -4.87  -0.226
C 0.21 -1.60 -5.85  -0.159
C 1.49 -1.83 -5.04  -0.113
N 2.80 -1.63 -5.81  -0.239
C 2.97 -2.60 -6.96  -0.102
C 4.47 -2.84 -7.16  -0.104
C 5.09 -2.61 -5.70  -0.109
C 3.95 -2.03 -4.86  -0.096
C 3.01 -0.17 -6.19  0.051
H -2.23 -0.63 -6.16  0.045
H -3.18 -1.59 -4.92  0.079
H -2.45 -2.36 -6.29  0.080
H -0.89 -2.78 -4.31  0.118
H -0.79 -1.11 -4.08  0.076
H 0.18 -0.61 -6.30  0.097
H 0.19 -2.22 -6.74  0.114
H 1.55 -2.86 -4.68  0.121
H 1.57 -1.28 -4.10  0.117
H 2.36 -2.29 -7.80  0.131
H 2.46 -3.52 -6.67  0.140
H 4.90 -2.14 -7.88  0.112
H 4.70 -3.86 -7.47  0.119
H 5.95 -1.95 -5.76  0.110
H 5.51 -3.55 -5.33  0.110
H 4.19 -1.15 -4.26  0.125
H 3.58 -2.64 -4.04  0.114
H 2.41 0.00 -7.09  0.101
H 4.06 -0.02 -6.45  0.115
H 2.65 0.42 -5.35  0.101
C -0.16 -8.18 3.19  -0.107
C 0.46 -7.70 1.87  -0.225
C 1.29 -6.41 2.10  -0.171
C 2.54 -6.74 2.97  -0.094
N 3.35 -5.50 3.46  -0.214
C 3.99 -4.81 2.23  -0.087
C 5.45 -4.37 2.49  -0.125
C 5.70 -4.92 3.88  -0.152
C 4.59 -5.89 4.24  -0.102
C 2.43 -4.52 4.29  0.074
H 0.54 -8.77 3.77  0.076
H -1.11 -8.70 3.11  0.082
H -0.43 -7.35 3.85  0.047
H -0.29 -7.52 1.10  0.111
H 1.09 -8.52 1.54  0.109
H 0.64 -5.65 2.53  0.099
H 1.66 -5.93 1.20  0.092
H 3.16 -7.43 2.40  0.136
H 2.29 -7.27 3.89  0.123
H 3.27 -4.02 2.00  0.111
H 4.02 -5.50 1.38  0.120
H 5.45 -3.28 2.52  0.095
H 6.18 -4.69 1.75  0.100
H 5.83 -4.06 4.54  0.121
H 6.58 -5.55 4.04  0.125
H 4.39 -5.94 5.31  0.144
H 4.89 -6.89 3.92  0.135
H 3.09 -3.76 4.71  0.114
H 2.00 -5.21 5.01  0.108
H 1.67 -4.05 3.67  0.091
C -4.35 -5.74 7.38  -0.011
C -3.12 -4.95 6.99  -0.397
C -2.30 -5.73 5.84  -0.106
C -2.93 -5.71 4.41  -0.137
C -3.15 -4.15 4.01  -0.100
C -3.97 -3.28 5.01  -0.419
N -3.48 -3.53 6.47  0.173
O -3.43 -2.41 7.31  0.172
C -5.41 -3.62 4.79  -0.007
C -3.74 -1.81 4.58  -0.030
C -2.15 -4.79 8.22  0.001
H -5.00 -5.89 6.52  0.081
H -4.84 -5.22 8.20  0.106
H -4.11 -6.75 7.71  0.109
H -2.04 -6.70 6.25  0.125
H -1.32 -5.28 5.68  0.105
H -3.87 -6.25 4.40  0.095
H -2.31 -6.22 3.67  0.085
H -3.56 -4.21 3.00  0.118
H -2.09 -3.88 4.05  0.101
H -5.52 -4.65 4.45  0.086
H -5.80 -3.02 3.97  0.106
H -5.93 -3.40 5.72  0.108
H -3.96 -1.01 5.29  0.100
H -4.22 -1.59 3.64  0.076
H -2.68 -1.62 4.42  0.052
H -2.08 -5.79 8.66  0.100
H -2.58 -4.12 8.96  0.084
H -1.25 -4.25 7.94  0.078
C -2.44 1.32 2.16  0.044
C -1.16 1.01 1.26  -0.372
C 0.09 0.43 1.99  -0.076
C 0.11 -1.15 2.28  -0.148
C -0.02 -1.80 0.96  -0.137
C -1.36 -1.47 0.24  -0.357
N -1.53 0.04 0.18  0.156
O -2.53 0.57 -0.65  0.108
C -2.59 -2.10 0.92  0.004
C -1.35 -2.04 -1.26  0.002
C -0.76 2.35 0.57  -0.016
H -3.29 1.69 1.58  0.077
H -2.09 2.12 2.80  0.099
H -2.70 0.51 2.85  0.080
H 0.34 1.01 2.87  0.128
H 0.94 0.59 1.33  0.094
H -0.59 -1.31 3.10  0.092
H 1.06 -1.36 2.76  0.109
H 0.24 -2.86 1.00  0.124
H 0.85 -1.44 0.40  0.109
H -2.70 -1.66 1.91  0.057
H -2.49 -3.16 1.13  0.096
H -3.55 -1.89 0.45  0.107
H -2.16 -1.80 -1.95  0.076
H -1.46 -3.12 -1.24  0.097
H -0.41 -1.70 -1.69  0.060
H -1.28 2.77 -0.29  0.067
H 0.17 2.15 0.03  0.068
H -0.37 3.14 1.22  0.087
O 1.33 -1.37 5.75  0.118
C 0.53 -2.34 6.08  -0.936
O -0.65 -2.17 5.70  -0.060
O 0.89 -3.26 6.81  -0.019
H 0.54 -1.06 5.30  0.068
O -7.07 1.98 1.46  0.117
C -6.13 1.49 2.20  -0.984
O -5.37 2.34 2.77  -0.088
O -5.89 0.35 2.30  0.040
H -7.27 1.07 1.22  0.103
O 2.57 0.79 -2.56  0.100
C 1.45 1.41 -2.74  -0.865
O 1.37 2.57 -3.27  -0.089
O 0.45 0.88 -2.25  -0.014
H 2.23 -0.03 -2.20  0.055
O 1.50 -3.98 -2.39  0.115
C 2.06 -3.26 -1.45  -0.871
O 2.28 -3.99 -0.45  -0.013
O 2.29 -2.04 -1.59  -0.024
H 1.80 -4.50 -1.64  -0.004
O 0.77 4.95 4.18  0.095
C 1.26 4.60 3.02  -0.954
O 1.74 3.50 2.91  0.001
O 1.23 5.48 2.13  -0.076
H 0.60 5.89 4.06  0.097

## Properties
Strongest force on any atom, Eh/bohr: 0.19376
HOMO-LUMO gap, eV: 3.490
E, eV: -131907.490
Net charge: +3
LUMO energy, eV: -8.20

---

LUMO energy of number 1 (C68H118F6HfN6O20S2)? -1.09 eV

---

Which formula does entry 2 have? C68H149N8O23

---

Look up the LUMO energy of the second one. -8.20 eV